ORCA calculation (wB97M-V/def2-TZVPD) on C21H43FeN2P3S as an isolated structure at a distorted geometry.

Cartesian coordinates (Å):
Fe -0.74248 -0.03472 -1.76973
S -0.66411 -1.24944 -3.59858
P 1.74333 0.60491 0.34509
P -1.86041 1.23911 -0.55001
P 0.65343 1.41329 -2.71935
N -0.85655 -1.13362 1.76499
N -1.36479 -1.65130 3.85561
C 3.38157 0.77361 -0.50983
C 1.67334 -2.41779 -0.26700
C -1.11723 -4.28946 -7.02048
C 0.71413 -2.69731 -1.15034
C -0.44464 0.62240 3.59327
C -1.96436 3.01592 -0.97326
C 0.01485 -3.64370 -4.97736
C -1.68551 -2.75578 3.09070
C 1.64422 2.32542 1.00270
C 1.26489 3.10331 -2.34093
C -0.53796 1.80632 -4.11827
C -2.08424 -3.31432 -6.81479
C -0.06947 -4.47330 -6.11399
C -0.84488 -0.69274 3.02917
C -0.95303 -2.64609 -4.70519
C -1.42909 -2.40344 1.78600
C -3.27760 0.49515 -1.46512
C 2.32438 -0.16330 1.90865
C -2.64234 1.39404 1.07110
C -1.99962 -2.49790 -5.66115
C 2.06224 0.66551 -3.64203
H 4.22263 0.67135 0.19720
H -1.17814 3.53798 -0.43127
H 3.49198 -0.02549 -1.26004
H 2.29886 -0.32646 -3.21065
H -2.07544 2.05575 1.73067
H -2.93060 3.35896 -0.61983
H -1.20987 -4.96704 -7.87442
H 2.60828 -2.00861 -0.62500
H -1.88844 3.18409 -2.04371
H 0.66490 2.53069 1.48530
H -3.63693 1.82479 0.96634
H 1.79740 3.09975 0.24038
H -2.03211 -3.69453 3.53983
H 0.89156 -3.69495 -4.29715
H 2.23866 0.49703 2.77554
H 0.87018 -3.04281 -2.18850
H 3.49132 1.73949 -1.02577
H -1.31263 1.12764 4.05920
H -1.56071 1.37965 -3.98972
H 0.63164 -5.27053 -6.31683
H -0.36857 -2.79405 -0.87332
H 2.24000 3.09060 -1.80728
H -0.60404 2.91377 -4.19909
H 1.79008 -1.09116 2.16562
H -2.72610 0.41219 1.52960
H 1.42790 3.61674 -3.30523
H -3.11846 0.50125 -2.55137
H -1.30983 -1.61052 4.87141
H -0.06247 1.29047 2.81710
H -4.15274 1.09256 -1.21516
H 0.29140 0.46338 4.40382
H -2.89408 -3.21559 -7.53360
H -3.41354 -0.51981 -1.07686
H 2.41118 2.41831 1.78439
H 1.42487 -2.47004 0.77811
H 0.49831 3.67863 -1.78582
H -0.11692 1.37478 -5.03758
H -2.69055 -1.64313 -5.49793
H 2.95817 1.30896 -3.53799
H -1.29481 -1.47755 -2.21560
H 3.38859 -0.40315 1.83684
H 1.84066 0.51176 -4.71573
H -1.65088 -2.95561 0.88967

* spin multiplicity: 6
* Kohn-Sham gap (spin up / spin down): 7.195 / 3.747 eV
* lowest unoccupied orbital energy (spin up / spin down): -0.3345 / -0.4610 Ha
* energy above the lowest of the compared OMol25 structures with the same formula, charge and spin: 124.67 kcal per mole
* charge: +3
* <S²>: 8.793

Results of the Mulliken charge analysis, in e, for atoms 1 through 5:
1 Fe 0.065
2 S -0.197
3 P 1.159
4 P 1.204
5 P 0.886

ORCA calculation (wB97M-V/def2-TZVPD) on a 3-piece molecular cluster, C21H43IN2O5P2 overall at a distorted geometry.

Cartesian coordinates (Å):
I -3.44182 2.06057 4.08084
P -2.93636 1.05805 0.69048
P -4.56264 1.85135 1.93200
O -1.30001 -0.84158 2.70875
O -5.31684 0.40412 2.17150
O -4.30276 -0.68113 -1.78701
O 3.64443 3.24939 2.54058
O 0.08578 0.24428 1.28344
N -3.97607 -1.91597 -1.88946
N 4.23201 2.40327 1.77554
C -5.16839 -2.81054 -1.81414
C 5.48506 2.21656 -0.38546
C -6.12506 -2.26019 -0.76688
C -3.74714 -2.16483 -4.33423
C -2.20103 -3.42450 -2.80100
C 4.66723 1.19448 2.53227
C -1.99701 -0.99015 -2.99257
C 4.65246 4.39471 0.41327
C -1.45986 2.13610 0.93532
C 6.53084 3.30864 1.63651
C -4.76900 -4.23058 -1.35663
C 5.96901 1.48048 3.27585
C 7.05138 2.07508 2.37504
C -3.00499 -2.12978 -3.00035
C -4.92360 -3.14046 -4.33901
C -0.35878 1.51028 1.76333
C -0.25467 -0.78055 2.08494
C 5.22538 3.06518 0.87910
C 4.84730 -0.01385 1.59815
C -5.86900 -2.86087 -3.17132
C 3.57449 0.81340 3.51532
H -3.40276 1.48011 -0.56822
H 6.32320 0.55592 3.73496
H 3.43035 1.56300 4.29011
H 7.28035 3.66698 0.92816
H -6.96897 -2.94040 -0.66537
H 5.34956 4.85352 -0.28635
H -4.11941 -1.16149 -4.56240
H -0.64755 1.47220 2.80156
H -5.47079 -3.04217 -5.27782
H -2.77974 -4.33081 -2.95497
H 4.50045 5.08800 1.23666
H -1.50499 -0.91152 -2.02217
H -5.57824 -4.68362 -0.78697
H -1.77061 -3.45954 -1.80008
H 7.41218 1.32595 1.66533
H 3.96408 -0.15192 0.97364
H 2.62146 0.67026 3.00302
H -1.23659 -1.18246 -3.74794
H 0.49445 2.17005 1.69771
H -1.06415 2.29399 -0.05953
H 4.60431 1.63568 -0.65616
H -5.63359 -2.17562 0.20411
H -1.38193 -3.45415 -3.51838
H 6.32703 1.53474 -0.27951
H -1.67545 3.11741 1.33188
H -5.75583 0.16420 1.35296
H -6.65201 -3.62052 -3.12960
H 5.71596 0.05536 0.94972
H 4.97836 -0.91488 2.19614
H -3.03862 -2.42267 -5.12333
H -3.89613 -4.20178 -0.70607
H -4.56443 -4.17239 -4.30537
H 7.91333 2.35447 2.98280
H -6.51760 -1.28367 -1.04488
H 6.37627 4.11269 2.36212
H 5.76695 2.17931 4.09319
H 5.71533 2.86284 -1.23048
H -2.45926 -0.03216 -3.22007
H -6.37003 -1.90429 -3.34817
H 3.83125 -0.11855 4.01725
H -4.55916 -4.90454 -2.18537
H 0.49388 -1.56113 2.19978
H 3.69874 4.25265 -0.09606

* spin multiplicity: 3
* Kohn-Sham gap (spin up / spin down): 8.144 / 8.118 eV
* lowest unoccupied orbital energy (spin up / spin down): 0.0138 / 0.0127 Ha
* charge: 0
* <S²>: 2.008

Results of the Mulliken charge analysis, in e, for atoms 1 through 5:
1 I -0.056
2 P 0.222
3 P -0.081
4 O -0.426
5 O -0.402